This record from the OMol25 dataset describes a 9-piece molecular cluster, C50H121N10O14 overall at a distorted geometry. The level of theory is ωB97M-V/def2-TZVPD.

Last column: Löwdin charge in e.
Atoms and positions in Å:
O -0.40814 -2.98341 6.99385  -0.22
O 1.76098 4.40428 -4.11196  -0.21
O -2.38672 -6.32611 1.42747  -0.20
O 0.27912 5.68953 -0.57350  -0.23
O 0.19704 0.78109 5.74164  -0.20
O 4.89982 -1.41687 0.69174  -0.22
O 3.07188 2.05982 -0.83638  -0.11
O 0.51659 -4.32901 -1.01647  -0.22
O -7.46782 0.54345 -2.22219  -0.23
O -2.09400 -2.63594 1.37026  -0.19
O -6.13377 -4.22319 1.29908  -0.21
O 7.88930 1.29776 -2.24352  -0.21
O 1.88569 2.75128 0.95136  -0.02
O -3.34721 1.67876 -2.03950  -0.21
N 2.57249 4.92067 -1.58685  0.04
N -0.88449 -0.66984 8.37334  0.09
N 5.14644 0.22631 -1.37518  0.02
N -5.58003 1.70443 -3.54904  0.07
N 2.03227 -2.38891 -8.32249  -0.06
N -0.91016 -6.53737 -0.96915  0.05
N -4.97043 -2.06620 1.57460  0.06
N 3.27485 4.86054 4.09919  -0.06
N 1.19824 4.76630 4.72287  -0.04
N 1.53094 -1.54795 -6.40465  -0.04
C 0.43440 -1.39853 -7.22589  -0.03
C 3.18331 5.58405 5.25265  0.01
C 5.32651 -0.12943 1.04719  -0.21
C -8.37967 0.46680 -1.15647  -0.07
C 1.49436 -1.09238 -4.98647  -0.16
C -0.74072 -4.36643 6.79910  -0.05
C -2.12132 2.44645 -1.98404  -0.07
C 1.80554 -3.94506 -0.55128  -0.07
C -2.51555 -1.37777 1.77574  -0.24
C 3.50841 5.15376 -2.69884  -0.09
C 1.88340 5.52983 5.62342  0.01
C -1.14854 0.28437 6.03823  -0.17
C 3.11538 4.25825 -3.85004  -0.23
C -0.25004 4.54983 4.60861  -0.16
C 1.94052 0.47803 0.45349  -0.02
C -3.29759 0.77414 -3.15675  -0.20
C -0.74084 -2.98018 1.86249  -0.02
C -6.82365 1.51213 -4.35041  -0.07
C 0.64006 -1.16160 8.14813  -0.01
C 2.30758 1.87358 0.19245  -0.70
C 6.61743 1.56832 -2.83354  -0.20
C -1.00934 5.81421 4.14059  -0.03
C 4.75267 -2.34023 1.80795  -0.03
C 1.50683 0.42329 -4.81477  -0.05
C -6.88096 -5.43403 1.56837  -0.03
C -7.01942 -3.12938 1.09054  -0.20
C 6.05590 0.33479 -0.19099  -0.09
C 4.56210 4.60411 3.35834  0.06
C -6.12403 -2.04236 0.59923  -0.09
C -2.32846 -6.78111 2.80925  -0.06
C 2.47475 -2.17332 -7.12576  -0.03
C 2.66245 -3.13897 -9.47926  0.08
C 0.42947 0.75626 4.36486  -0.12
C -2.13786 -7.32458 -0.79100  -0.10
C -7.95397 1.35228 -3.32657  -0.14
C -0.93475 -5.67810 -2.16208  -0.11
C -2.48124 -7.55370 0.63836  -0.17
C 0.68314 -1.98721 -8.40447  0.04
C -0.59406 6.85921 -0.53729  -0.03
C -4.26894 1.22253 -4.21363  -0.06
C -3.90130 -1.10712 1.14235  -0.09
C -1.28913 0.49354 7.52564  -0.09
C 1.47896 4.74295 -5.43696  -0.10
C 0.63433 -2.65270 7.89964  -0.20
C 8.97570 1.86514 -3.02148  -0.04
C 2.06888 4.36970 3.80778  -0.04
C 2.68545 5.98792 -0.48202  -0.03
C 5.77295 0.29456 -2.71975  -0.09
C 0.36090 -4.93849 -2.30840  -0.17
C 1.39006 5.82567 0.32871  -0.20
H -3.61949 -0.21320 -2.81992  0.12
H 4.27770 3.97897 2.49402  0.09
H -1.85412 -8.32327 1.09372  0.14
H -8.96323 -0.40145 -1.31966  0.09
H -0.97218 -0.51938 9.39142  0.19
H 0.40813 4.98087 -5.42705  0.09
H 0.08206 -2.16758 -9.30084  0.16
H 6.39274 -0.55445 -2.95360  0.14
H 6.41785 1.38829 -0.11055  0.15
H 5.73932 -2.67261 2.14418  0.11
H 0.33485 -4.27833 -3.18810  0.13
H -2.58212 -1.30085 2.85972  0.12
H -4.28936 -0.08566 1.32525  0.15
H -0.43588 -0.87940 -6.86613  0.13
H 4.50192 0.45859 1.42832  0.10
H -3.20809 -7.32663 3.13588  0.10
H -1.45498 -4.41209 5.98950  0.07
H -0.86689 6.62653 4.86172  0.09
H -0.30096 1.38167 3.83344  0.08
H 3.93595 6.10118 5.83111  0.16
H 0.01776 7.76677 -0.63670  0.11
H -3.92074 1.93823 -4.93400  0.14
H 3.74051 4.46798 -4.74942  0.15
H -1.89158 0.85055 5.46434  0.13
H -1.12956 6.85300 0.40778  0.08
H -3.49312 -7.91592 0.66371  0.14
H 5.18245 3.99861 4.02171  0.11
H -1.17732 -6.26168 -3.04748  0.16
H -0.10373 -7.18859 -1.02718  0.21
H -5.47944 2.68937 -3.32017  0.19
H 2.48677 0.83493 -4.94137  0.07
H 6.08366 -0.21642 1.82387  0.14
H 0.43020 -0.23248 3.90843  0.08
H -1.38381 -1.54631 8.17995  0.16
H 1.61309 -2.94390 7.53396  0.14
H 4.65314 -0.68057 -1.27777  0.16
H 3.61629 5.78978 0.05411  0.13
H -2.32818 0.70635 7.81117  0.15
H 3.39541 -2.62361 -6.81638  0.17
H 1.22150 0.47358 -3.77489  0.07
H -0.61298 4.25383 5.60236  0.13
H -7.57983 -5.25847 2.37596  0.10
H -4.56260 0.38508 -4.83276  0.13
H -0.45321 3.72048 3.94968  0.10
H 4.89163 0.35833 -3.36380  0.12
H 1.17888 -5.64142 -2.52690  0.14
H -2.27993 -5.88653 3.41950  0.07
H 6.09680 2.36533 -2.24522  0.13
H -1.30369 1.69660 -1.98831  0.08
H -6.17164 -6.20522 1.91055  0.10
H 9.88952 1.84255 -2.44509  0.10
H 4.51070 5.00223 -2.31638  0.14
H 2.34371 -1.56110 -4.48489  0.12
H 6.94925 -0.28199 -0.40153  0.16
H -4.62970 -3.02650 1.54419  0.15
H 0.77707 0.98621 -5.36921  0.08
H 9.19996 1.20427 -3.86076  0.10
H 2.67710 0.04109 1.11412  0.06
H -1.30777 6.70204 -1.33807  0.09
H 1.41031 1.20039 4.20717  0.09
H 2.04340 -0.07972 -0.46078  0.07
H -2.09562 2.86509 -0.95938  0.10
H -7.56709 -2.78114 1.96530  0.15
H -0.75902 -5.94560 -0.16777  0.14
H 0.12049 -4.97205 6.51812  0.10
H 1.65320 3.87096 -6.11963  0.10
H -1.42292 -7.34186 2.94805  0.09
H -5.22042 -1.85068 2.55670  0.21
H -0.09548 -2.10761 1.57367  0.09
H 1.21821 6.69658 0.92548  0.12
H 0.54524 -3.13700 8.87451  0.14
H -7.48795 -5.76708 0.75742  0.09
H -1.97601 -8.25686 -1.37402  0.17
H 2.19263 -4.59555 0.22921  0.10
H -8.71461 0.83337 -3.92377  0.15
H -2.02053 3.23986 -2.74241  0.11
H -1.20331 -4.82483 7.65242  0.10
H 4.15325 -3.15414 1.45599  0.07
H 1.60011 4.91366 -1.89489  0.14
H -2.92694 -6.79725 -1.28120  0.13
H 1.99539 5.64203 -5.86638  0.12
H -7.71634 -3.29375 0.27745  0.15
H 2.47215 -2.55739 -10.35979  0.11
H -8.34071 2.30462 -2.95924  0.14
H -2.26393 0.68545 -3.51475  0.12
H 3.72017 -3.06151 -9.31112  0.10
H 4.36988 0.98326 -1.25681  0.13
H 8.72201 2.87927 -3.30557  0.09
H -0.57567 6.12252 3.19419  0.07
H -0.75461 -3.13445 2.95286  0.10
H 1.81597 3.74717 2.97000  0.12
H -0.64913 1.30665 7.85699  0.15
H 1.40653 4.92678 0.92121  0.08
H 0.95590 0.40770 0.90865  0.07
H -8.99868 1.38035 -1.16653  0.11
H -1.90337 -0.52231 1.42853  0.13
H -0.37901 -3.85261 1.29531  0.07
H -7.80285 0.43670 -0.21130  0.08
H 5.01967 5.52988 2.99897  0.11
H -5.69120 -2.33982 -0.37420  0.15
H 3.33855 6.18938 -3.03564  0.16
H 2.56308 -3.99323 -1.32003  0.09
H -1.69351 -4.94764 -1.92778  0.14
H 4.24227 -1.90263 2.66801  0.09
H 6.73730 1.83152 -3.87638  0.13
H -2.08475 5.61169 4.12643  0.09
H 1.63346 -2.91482 -0.22340  0.08
H -7.05585 2.31729 -5.05036  0.16
H -5.77002 1.18117 -2.69895  0.13
H -1.32806 -0.78168 5.77320  0.13
H 0.56249 -1.48108 -4.55957  0.12
H 1.09444 -0.92014 9.10252  0.14
H 2.71380 6.99702 -0.96496  0.15
H -6.56714 -1.04101 0.57196  0.12
H -3.76129 -1.20256 0.06846  0.12
H 1.32835 5.97731 6.44210  0.16
H 3.23565 3.19281 -3.64178  0.11
H -6.71826 0.59082 -4.88595  0.13
H 2.71649 3.97062 -1.17923  0.12
H 1.05550 -0.59051 7.30088  0.12
H 2.33568 -4.17354 -9.46732  0.12

Results
**Net charge**: +7
**Energy**: -97299.3177 eV
**HOMO level**: -20.943 eV

=====

This record from the OMol25 dataset describes a 9-piece molecular cluster, C50H121N7O4S2 overall at a distorted geometry. The level of theory is ωB97M-V/def2-TZVPD.

Last column: Löwdin charge in e.
Atoms and positions in Å:
S -2.27826 9.36809 -1.70920  0.67
S -1.57290 1.98253 1.01513  0.75
O -2.73353 10.70220 -1.95902  -0.32
O -3.26588 8.31941 -1.83338  -0.34
O -2.47242 1.24427 1.90211  -0.36
O -0.60533 3.00398 1.57859  -0.38
N 3.90772 0.47670 -2.05285  -0.20
N 7.32023 4.30944 1.39314  -0.19
N -0.28394 -5.03791 4.69867  -0.16
N 3.39875 1.56522 9.24557  -0.20
N -1.30305 -6.43958 -3.54731  -0.18
N -2.04316 0.43335 -8.49210  -0.17
N -9.35826 -3.47642 1.08763  -0.20
C 2.31577 1.54479 10.27149  -0.23
C -2.11617 -0.89248 -9.16089  -0.25
C -1.09594 -4.09505 5.52280  -0.26
C 5.15107 0.31294 10.42351  -0.09
C 3.62244 2.89196 -2.45814  -0.08
C -1.96988 2.22843 -1.64853  -0.22
C -9.84162 -2.29129 1.74675  -0.26
C -1.54320 1.79799 -10.52626  -0.11
C -0.23746 -5.43837 -3.36994  -0.25
C 8.70346 3.76038 1.55128  -0.25
C 4.21773 1.58779 -2.92170  -0.30
C 4.76228 0.45757 -0.89317  -0.24
C 5.12331 -1.37701 -3.38075  -0.08
C 6.58137 4.37653 2.67075  -0.24
C -0.73784 0.60670 -7.79669  -0.25
C 3.81920 -0.72497 -2.85385  -0.26
C 7.32181 5.61321 0.68720  -0.26
C -3.09306 -4.75950 -3.60282  -0.11
C 8.87170 2.47867 2.34319  -0.11
C 4.44847 -0.78578 0.02669  -0.07
C -1.53695 0.76305 -1.39232  -0.22
C -2.55916 -5.99138 -2.97579  -0.28
C 7.87653 5.53100 -0.78409  -0.08
C -2.63104 2.71118 -0.34926  -0.21
C -10.36876 -4.17862 0.31870  -0.25
C -0.82353 -4.25482 7.00344  -0.09
C 1.16032 -6.12879 -3.50691  -0.08
C 3.02349 2.04182 7.92873  -0.27
C -2.19802 -6.12024 3.45374  -0.10
C 0.05484 8.67592 -0.41893  -0.22
C 1.45491 2.80377 10.24427  -0.09
C -2.45464 1.59236 -9.37231  -0.25
C -0.74666 0.79619 -0.10186  -0.23
C -0.61898 1.94433 -7.00991  -0.09
C -0.88275 -5.35013 3.41237  -0.29
C 1.01678 -4.38435 4.42413  -0.25
C -2.54623 -7.82328 -5.36758  -0.09
C 1.99207 1.21536 7.14108  -0.09
C -8.07295 -3.33459 0.39864  -0.28
C -3.56759 -1.30300 -9.62282  -0.08
C -0.75334 8.94038 -2.63507  -0.24
C -1.41584 -6.82828 -5.00362  -0.24
C -10.04624 -1.03513 0.87731  -0.08
C 4.18455 0.35957 9.25903  -0.29
C -11.44991 -4.91108 1.18287  -0.07
C -1.38878 9.22968 -0.06844  -0.17
C 0.47670 9.19549 -1.77790  -0.22
C 2.11433 -5.41348 3.96122  -0.08
C -6.96165 -2.72583 1.20574  -0.09
C 5.15142 5.04038 2.56293  -0.08
H 8.94239 5.36163 -0.63120  0.05
H 1.02004 2.96019 9.25711  0.06
H 0.93046 -3.53564 3.74565  0.11
H 3.99496 3.02111 -1.44195  0.06
H 5.31938 1.30193 10.84973  0.08
H 0.22442 -4.25702 7.30326  0.07
H 1.93163 -5.61757 -2.93084  0.06
H 1.05572 -7.19815 -3.32354  0.07
H -2.14389 -4.33587 5.34425  0.10
H -7.09766 -1.64629 1.27041  0.06
H -10.58055 -2.59388 2.48873  0.11
H 2.68778 3.07295 7.81840  0.10
H 6.42508 3.41682 3.16331  0.10
H 5.06831 -0.76182 0.92298  0.07
H 0.99707 1.31567 7.57470  0.06
H -11.91497 -4.15088 1.81049  0.05
H 1.66169 0.69246 10.08768  0.11
H -2.50354 -3.84342 -3.56599  0.07
H -12.31727 -5.35413 0.69348  0.06
H 4.46970 4.48427 1.91943  0.07
H -3.29842 -6.78347 -3.09494  0.10
H 4.58420 -1.74344 -0.47587  0.06
H 0.63644 10.27274 -1.73194  0.12
H -10.56867 -1.23457 -0.05830  0.06
H 5.25156 6.09300 2.29825  0.06
H 2.75135 1.50107 11.26971  0.11
H 2.53347 2.89725 -2.50534  0.07
H -2.23278 -8.78959 -4.97247  0.07
H 4.05905 3.65151 -3.10665  0.07
H -0.16508 2.65599 -7.69956  0.06
H -2.03574 8.55979 0.49794  0.09
H -7.73708 -4.27554 -0.03714  0.11
H -11.00957 -5.71790 1.76872  0.07
H 1.38623 -6.04240 -4.56973  0.06
H -9.87675 -4.92640 -0.30327  0.11
H 3.51939 -0.49966 9.34500  0.10
H -0.62413 -0.09004 0.52077  0.11
H 2.05330 3.63535 10.61642  0.08
H -6.02484 -2.92147 0.68402  0.07
H -1.14250 2.89759 -1.88471  0.11
H 1.49048 -3.91943 5.28873  0.10
H 5.70503 -0.69092 -3.99637  0.06
H 4.68561 1.34030 -0.25834  0.10
H -1.66495 -1.67432 -8.54996  0.11
H 9.93801 2.29969 2.48123  0.07
H -0.47225 1.81726 -10.32430  0.07
H 1.75053 -5.63250 2.95734  0.05
H 6.29280 5.92872 0.51487  0.09
H -0.35621 -5.09461 -2.34240  0.11
H -1.62390 -0.91064 -10.13324  0.09
H 5.30467 1.66701 -2.90246  0.11
H 4.76581 4.93568 3.57707  0.06
H -0.27061 -6.13437 2.96699  0.10
H 7.59480 6.38854 -1.39512  0.07
H -1.27404 -5.22312 7.22142  0.07
H -10.77349 -3.47985 -0.41344  0.10
H 6.02933 -0.21371 10.05017  0.07
H 4.91500 -2.29045 -3.93782  0.07
H -3.46306 -2.20900 -10.21974  0.07
H 1.89711 1.48575 6.08942  0.07
H -4.04387 -4.47488 -3.15220  0.07
H -3.64703 2.33671 -0.22420  0.10
H 1.36012 8.63119 -2.07668  0.12
H 0.19445 1.28721 -0.34947  0.10
H 7.18971 4.98313 3.34162  0.11
H 5.86268 -1.68709 -2.64231  0.06
H -0.91153 -4.54688 2.67611  0.12
H 3.22030 -1.49935 -2.37454  0.10
H -2.61129 -7.99957 -6.44125  0.07
H -4.06615 -0.47381 -10.12480  0.06
H 2.10514 0.13131 7.15359  0.06
H -2.41551 2.50989 -8.78517  0.10
H -2.48813 -6.67033 2.55856  0.07
H -3.47235 1.58036 -9.76243  0.11
H 0.79112 9.09633 0.26607  0.11
H -1.26825 10.21606 0.37948  0.10
H 3.94780 1.49109 -3.97332  0.12
H 7.85687 6.36826 1.26314  0.11
H -9.07729 -1.90001 2.41817  0.10
H 0.56367 2.69048 10.86149  0.07
H -2.67238 2.34485 -2.47378  0.11
H -0.93290 7.90064 -2.90854  0.10
H 3.96044 2.14085 7.38062  0.11
H 9.23600 3.64685 0.60703  0.10
H -2.43733 -5.74832 -1.92025  0.11
H -0.77716 9.45534 -3.59545  0.10
H -1.57197 -5.95221 -5.63309  0.10
H 8.56420 1.58119 1.80645  0.07
H -2.65060 3.79263 -0.21443  0.10
H 3.39183 -0.71229 0.28401  0.07
H -1.02821 -3.08169 5.12703  0.11
H 0.04199 0.66294 -8.55617  0.09
H -0.50626 -0.18973 -7.08945  0.10
H -1.54013 2.41832 -6.67088  0.07
H 7.44109 4.61045 -1.17276  0.07
H 3.15812 -5.10120 3.92870  0.06
H -0.41609 -4.61370 -4.05994  0.10
H -0.54449 -7.25800 -5.49778  0.10
H 9.25963 4.50753 2.11745  0.11
H 4.73886 -0.32381 11.20630  0.06
H -2.12730 -6.85778 4.25320  0.08
H 4.72253 0.23323 8.31951  0.11
H -1.79761 1.05860 -11.28563  0.07
H -10.76332 -0.45484 1.45798  0.07
H 0.08445 1.77418 -6.19484  0.06
H -9.19372 -0.45901 0.51757  0.07
H -3.51723 -7.46064 -5.03032  0.06
H 0.15313 7.59302 -0.34285  0.11
H -2.39575 0.09641 -1.31388  0.12
H -6.91271 -3.07804 2.23610  0.08
H 5.81815 0.42000 -1.16115  0.10
H 2.09766 -6.38266 4.45973  0.07
H 8.53956 2.38814 3.37740  0.07
H -1.77614 2.74973 -11.00377  0.08
H -1.04380 0.34770 -2.27117  0.11
H -3.02713 -5.46502 3.72088  0.06
H -8.18013 -2.79762 -0.54384  0.11
H -1.39935 -3.57737 7.63400  0.07
H -4.09517 -1.59394 -8.71447  0.06
H 3.13840 -0.47200 -3.66664  0.11
H -3.32683 -4.87628 -4.66103  0.07

Results
**Net charge**: 0
**Energy relative to the best compared isomer or geometry (same formula, charge and spin)**: 532.2 kJ/mol
**Energy**: -94096.2681 eV
**SMILES**: O=S1(=O)CCCC1.O=S1(=O)CCCC1.CCN(CC)CC.CCN(CC)CC.CCN(CC)CC.CCN(CC)CC.CCN(CC)CC.CCN(CC)CC.CCN(CC)CC
**HOMO level**: -8.024 eV